No. 1
Density functional theory data (wB97M-V/def2-TZVPD) for a gas-phase ion, C5H7ClIN2 (charge +1) at a distorted geometry.

Last column: Löwdin charge in e.
Cartesian coordinates (Å):
C1 0.09 -0.05 -1.82  -0.128
C2 -0.02 0.91 0.27  -0.408
C3 0.95 0.07 0.90  -0.551
C4 0.15 -1.67 -0.02  -0.612
C5 -0.98 1.71 1.06  0.020
N1 -0.08 0.94 -1.03  0.152
N2 0.04 -1.32 -1.37  0.015
Cl1 -1.29 -2.21 0.75  0.726
I1 2.96 0.07 0.22  0.980
H1 0.16 0.13 -2.88  0.160
H2 0.88 -0.08 1.97  0.068
H3 1.02 -2.28 0.22  0.077
H4 -1.08 1.34 2.08  0.100
H5 -1.95 1.75 0.56  0.107
H6 -0.60 2.73 1.11  0.122
H7 -0.24 -2.04 -2.02  0.170

Total energy ... -1061.7996 hartree
E_HOMO ... -13.486 eV
Net charge ... +1
LUMO level ... -5.3907 eV
Structure (SMILES) ... CC(=C/I)/N=C\[NH+]=C\Cl
Max |F| ... 0.055 hartree/bohr
Energy above the lowest of the compared OMol25 structures with the same formula, charge and spin ... 63.70 kJ/mol


No. 2
Density functional theory data (wB97M-V/def2-TZVPD) for 2 unconnected molecules or ions with the total composition C5H7ClN2S2 at a distorted geometry.

Last column: Löwdin charge in e.
Cartesian coordinates (Å):
C1 -2.16 1.60 -0.22  -0.472
C2 -0.12 -0.43 0.37  -1.023
C3 2.71 -0.29 -0.91  -0.186
C4 2.42 0.32 0.45  -0.474
C5 -3.12 -0.49 0.48  -0.682
N1 -1.91 2.68 -0.45  0.117
N2 -2.06 0.35 0.10  -0.145
S1 0.02 -1.98 0.43  0.818
S2 0.66 1.00 0.44  0.983
Cl1 -3.57 -1.51 -0.85  0.564
H1 1.98 -1.08 -0.88  -0.007
H2 2.42 0.43 -1.70  0.091
H3 3.74 -0.53 -1.05  0.078
H4 3.17 1.26 0.41  0.121
H5 2.67 -0.14 1.46  0.103
H6 -4.11 -0.07 0.72  0.085
H7 -2.74 -1.13 1.21  0.027

Total energy ... -1560.6587 hartree
E_HOMO ... -8.822 eV
Net charge ... 0
LUMO level ... -1.0380 eV
Max |F| ... 0.085 hartree/bohr
Energy above the lowest of the compared OMol25 structures with the same formula, charge and spin ... 41.92 kJ/mol


No. 3
Density functional theory data (wB97M-V/def2-TZVPD) for a gas-phase ion, C5H7ClN3 (charge +1) at a distorted geometry.

Last column: Löwdin charge in e.
Cartesian coordinates (Å):
C1 -1.20 1.45 0.23  -0.050
C2 -1.79 0.09 0.13  -0.624
C3 1.10 1.01 -0.14  0.006
C4 3.42 0.32 -0.34  0.086
C5 -1.37 -2.22 0.02  -0.099
N1 2.29 0.84 -0.12  0.089
N2 -1.04 -0.90 0.21  -0.010
N3 0.09 1.69 0.26  0.089
Cl1 -3.59 0.12 -0.13  0.650
H1 -1.72 2.35 0.22  0.113
H2 4.27 0.99 -0.43  0.105
H3 3.65 -0.79 -0.32  0.136
H4 -0.88 -2.70 -0.77  0.074
H5 -1.00 -2.72 0.88  0.090
H6 -2.52 -2.23 -0.28  0.111
H7 0.30 2.68 0.58  0.234

Total energy ... -818.7521 hartree
E_HOMO (spin up / spin down) ... -12.944 / -12.564 eV
Net charge ... +1
LUMO level (spin up / spin down) ... -5.3137 / -5.7106 eV
Max |F| ... 0.081 hartree/bohr
Energy above the lowest of the compared OMol25 structures with the same formula, charge and spin ... 357.30 kJ/mol


No. 4
Density functional theory data (wB97M-V/def2-TZVPD) for 2 unconnected molecules or ions with the total composition C5H7ClO at a distorted geometry.

Last column: Löwdin charge in e.
Cartesian coordinates (Å):
C1 -1.79 -0.04 -1.79  0.016
C2 -0.75 -0.70 -1.20  -0.182
C3 -0.59 -0.26 2.27  -0.549
C4 0.21 -0.18 -0.29  -0.090
C5 2.16 0.81 0.52  -0.034
O1 1.38 0.33 -0.60  -0.084
Cl1 -2.17 -0.63 1.95  0.517
H1 -2.59 -0.61 -2.20  0.038
H2 -2.15 0.95 -1.74  0.045
H3 -0.93 -1.79 -1.07  0.122
H4 0.18 -1.07 2.16  -0.066
H5 2.12 1.95 0.26  0.129
H6 3.25 0.51 0.30  0.124
H7 1.67 0.73 1.41  0.015

Total energy ... -729.8477 hartree
E_HOMO (spin up / spin down) ... -7.857 / -7.856 eV
Net charge ... 0
LUMO level (spin up / spin down) ... 0.2444 / 0.2437 eV
Max |F| ... 0.121 hartree/bohr
Energy above the lowest of the compared OMol25 structures with the same formula, charge and spin ... 751.24 kJ/mol


No. 5
Density functional theory data (wB97M-V/def2-TZVPD) for C5H7ClOS in the gas phase at a distorted geometry.

Last column: Löwdin charge in e.
Cartesian coordinates (Å):
C1 -0.32 0.26 -2.03  -0.067
C2 0.10 0.25 -0.60  -0.344
C3 1.44 0.91 -0.25  -0.522
C4 -0.59 -0.35 0.35  -0.110
C5 -0.80 -1.38 2.45  -0.749
H1 -1.14 -0.43 -2.30  0.089
H2 0.52 -0.04 -2.63  0.077
H3 -0.62 1.29 -2.31  0.088
H4 2.20 0.65 -1.02  0.079
H5 1.77 0.72 0.81  0.087
H6 -1.67 -0.52 0.25  0.137
H7 -1.70 -1.86 2.04  0.073
O1 -0.03 -0.82 1.50  -0.103
S1 -0.50 -1.40 4.02  0.728
Cl1 1.34 2.71 -0.28  0.536

Total energy ... -1128.2769 hartree
E_HOMO ... -9.073 eV
Net charge ... 0
LUMO level ... -0.0363 eV
Structure (SMILES) ... C/C(=C/OC=S)CCl
Max |F| ... 0.032 hartree/bohr
Energy above the lowest of the compared OMol25 structures with the same formula, charge and spin ... 134.90 kJ/mol


No. 6
Density functional theory data (wB97M-V/def2-TZVPD) for C5H7F in the gas phase at a distorted geometry.

Last column: Löwdin charge in e.
Cartesian coordinates (Å):
C1 0.06 -1.79 -0.32  -0.030
C2 0.38 -0.29 -0.65  -0.431
C3 0.30 0.68 0.43  -0.232
C4 -0.96 0.85 1.00  -0.144
C5 -2.04 1.42 1.18  0.160
H1 -0.98 -1.73 0.14  0.089
H2 -0.05 -2.39 -1.26  0.087
H3 0.92 -2.07 0.33  0.088
H4 -0.26 -0.01 -1.55  0.162
H5 0.64 1.64 0.13  0.121
H6 1.08 0.45 1.29  0.177
H7 -2.96 1.84 1.19  -0.011
F1 1.68 -0.33 -1.12  -0.035

Total energy ... -294.4793 hartree
E_HOMO ... -9.961 eV
Net charge ... 0
LUMO level ... 0.9849 eV
Structure (SMILES) ... C#CC[C@H](C)F
Max |F| ... 0.133 hartree/bohr
Energy above the lowest of the compared OMol25 structures with the same formula, charge and spin ... 194.97 kJ/mol